C6H10O in the gas phase. Source: the Open Molecules 2025 dataset; level of theory: ωB97M-V/def2-TZVPD.

Results
E	-309.73136	Eh
HOMO-LUMO gap	8.71	eV
LUMO energy	0.31	eV
total charge	0
energy relative to the best compared isomer or geometry (same formula, charge and spin)	3.021	eV

CARTESIAN COORDINATES (ANGSTROEM)
H (0.848, -1.612, -0.282)
C (-1.292, 0.892, 0.020)
C (0.090, -0.395, 1.397)
C (-0.649, -0.187, -0.857)
H (-2.397, -1.041, -1.010)
C (1.812, 0.314, -0.344)
H (-0.692, 1.825, -0.009)
H (2.091, 0.296, -1.404)
C (0.598, -0.570, -0.056)
C (-1.089, 0.527, 1.453)
O (-1.488, -1.336, -0.871)
H (2.676, -0.033, 0.233)
H (-0.422, 0.139, -1.883)
H (1.633, 1.360, -0.062)
H (0.846, -0.026, 2.103)
H (-0.255, -1.344, 1.835)
H (-2.309, 1.192, -0.261)

natural (NBO) population analysis, charges in e, atoms 1 to 6:
1 H 0.22
2 C -0.62
3 C -0.61
4 C 0.09
5 H 0.47
6 C -0.61

***

A gas-phase ion, C3H6IN2O (charge +1) in a non-equilibrium geometry. Source: the Open Molecules 2025 dataset; level of theory: ωB97M-V/def2-TZVPD.

Results
E	-600.09174	Eh
HOMO-LUMO gap	10.12	eV
SMILES string	[NH2+]=C1NC[C@H](I)O1
LUMO energy	-3.43	eV
total charge	+1
energy relative to the best compared isomer or geometry (same formula, charge and spin)	0.383	eV

CARTESIAN COORDINATES (ANGSTROEM)
H (-1.786, -0.103, -0.887)
O (1.119, -0.480, 0.480)
N (0.642, -1.639, -1.397)
H (0.807, 0.810, 2.270)
H (0.033, -2.122, -2.063)
H (-1.268, 1.795, 0.583)
H (1.662, -1.836, -1.412)
H (-1.709, 0.222, 1.217)
C (0.209, -0.751, -0.543)
I (1.563, 2.564, 0.425)
N (-0.841, -0.018, -0.499)
C (0.516, 0.801, 1.165)
C (-0.948, 0.758, 0.661)

natural (NBO) population analysis, charges in e, atoms 1 to 6:
1 H 0.46
2 O -0.46
3 N -0.75
4 H 0.28
5 H 0.44
6 H 0.26

***

A gas-phase ion, C11H17N2 (charge +1) in a non-equilibrium geometry. Source: the Open Molecules 2025 dataset; level of theory: ωB97M-V/def2-TZVPD.

Results
E	-538.32684	Eh
HOMO-LUMO gap (alpha / beta)	7.56 / 7.61	eV
LUMO energy (alpha / beta)	-3.76 / -3.69	eV
total charge	+1
energy relative to the best compared isomer or geometry (same formula, charge and spin)	8.540	eV

CARTESIAN COORDINATES (ANGSTROEM)
C (-1.906, -1.000, 0.625)
H (0.075, -3.475, 0.407)
C (-2.262, 1.382, 0.859)
H (-3.625, -0.160, 0.640)
H (4.150, -1.379, -0.131)
N (-2.725, 0.107, 0.216)
H (-1.776, 0.680, -1.528)
H (2.009, -2.185, 0.770)
H (3.058, 2.085, 0.880)
N (2.446, 0.129, 0.073)
H (-3.572, 0.665, -1.705)
C (0.133, 0.452, 0.859)
C (-2.679, 0.195, -1.271)
H (-2.417, 1.272, 1.872)
H (3.469, 1.961, -0.822)
C (1.172, -0.251, 0.518)
H (-2.838, 2.202, 0.477)
C (-0.752, 1.642, 0.833)
H (-1.986, -2.830, -0.524)
H (3.595, -0.423, -1.669)
C (3.322, -0.793, -0.678)
H (-2.688, -0.716, -1.879)
H (-0.369, 2.209, 0.037)
H (2.655, -1.606, -0.984)
H (-0.545, 2.292, 1.762)
C (2.683, 1.622, -0.136)
H (1.703, 2.131, -0.492)
C (1.065, -1.686, 0.611)
C (-1.403, -2.060, 0.033)
C (0.010, -2.461, 0.349)

natural (NBO) population analysis, charges in e, atoms 1 to 6:
1 C 0.10
2 H 0.22
3 C -0.19
4 H 0.46
5 H 0.22
6 N -0.42

***

2 unconnected molecules or ions with the total composition C5H8N2. Source: the Open Molecules 2025 dataset; level of theory: ωB97M-V/def2-TZVPD.

Results
E	-304.64594	Eh
HOMO-LUMO gap	6.99	eV
LUMO energy	-1.26	eV
total charge	0
energy relative to the best compared isomer or geometry (same formula, charge and spin)	5.158	eV

CARTESIAN COORDINATES (ANGSTROEM)
H (-2.004, -0.968, -1.713)
N (-0.306, -0.825, -0.514)
H (-0.421, -1.038, -2.566)
H (-1.100, 1.978, 1.849)
H (-0.964, -2.443, -1.633)
C (-0.984, -1.353, -1.684)
C (-0.152, 1.454, 1.923)
C (1.061, -1.230, -0.202)
C (1.255, -0.436, 0.901)
H (2.165, -0.375, 1.486)
H (1.187, 1.459, -1.133)
N (-0.901, 0.041, 0.198)
H (0.662, 1.986, -1.097)
C (0.083, 0.382, 1.155)
H (0.606, 1.846, 2.593)

natural (NBO) population analysis, charges in e, atoms 1 to 6:
1 H 0.22
2 N -0.06
3 H 0.23
4 H 0.22
5 H 0.24
6 C -0.41

***

5 unconnected molecules or ions with the total composition C30H28FN4O10PS in a non-equilibrium geometry. Source: the Open Molecules 2025 dataset; level of theory: ωB97M-V/def2-TZVPD.

Results
E	-2970.35430	Eh
HOMO-LUMO gap	7.89	eV
SMILES string	C=C[C@@H]1[C@H](F)C(=O)O[C@H]1[PH2]=S.O=[N+]([O-])c1ccccc1.O=[N+]([O-])c1ccccc1.O=[N+]([O-])c1ccccc1.O=[N+]([O-])c1ccccc1
LUMO energy	-0.72	eV
total charge	0
energy relative to the best compared isomer or geometry (same formula, charge and spin)	0.000	eV

CARTESIAN COORDINATES (ANGSTROEM)
C (8.463, -1.656, -3.023)
C (-1.908, 3.494, 7.588)
C (7.108, -1.782, -3.270)
O (-3.661, -3.149, 0.725)
H (-3.802, 0.796, -0.675)
C (-0.491, 0.269, 1.183)
O (0.872, 0.457, -2.127)
O (-1.215, 2.388, 3.093)
H (2.348, -3.871, -5.499)
H (1.235, -1.837, -5.581)
C (8.948, -1.359, -1.763)
H (-2.291, -3.167, -3.103)
H (-1.639, -0.109, -0.580)
H (0.012, 3.348, 6.647)
H (-2.374, -2.723, 2.740)
C (-2.966, 2.799, 5.111)
C (-5.819, 3.441, -1.315)
O (8.957, -2.095, -5.225)
C (-1.845, -1.887, 2.307)
C (6.687, -1.321, -0.950)
O (-3.263, -1.848, -0.937)
C (2.224, -4.211, -3.419)
H (1.923, -5.248, -3.369)
O (0.490, 2.706, 4.356)
H (10.009, -1.260, -1.590)
O (-6.641, 4.424, 2.577)
C (-4.981, 2.360, -1.551)
H (8.415, -0.959, 0.269)
H (-4.741, 2.076, -2.567)
C (-6.127, 3.811, -0.017)
C (1.267, -2.190, -4.558)
O (-0.316, -0.743, -3.679)
H (0.033, 1.108, 0.749)
H (2.730, -3.767, -2.573)
O (10.595, -1.769, -3.875)
H (-3.376, 2.527, 4.153)
H (0.209, -2.440, -2.754)
C (8.051, -1.190, -0.722)
H (5.989, -1.195, -0.134)
H (5.156, -1.715, -2.400)
C (-1.432, -0.412, 0.436)
H (-4.879, 2.943, 6.051)
C (-0.896, -1.199, 3.048)
H (-1.499, 3.765, 8.551)
N (9.413, -1.855, -4.127)
N (-3.085, -2.219, 0.210)
C (1.963, -0.990, -3.848)
C (0.843, -0.287, -3.070)
O (-5.373, 2.852, 3.306)
C (-0.220, -0.123, 2.487)
C (-2.098, -1.485, 1.010)
F (3.040, -1.285, -3.050)
H (-2.172, -2.440, -5.207)
C (-5.582, 3.089, 1.029)
H (-0.683, -1.503, 4.063)
C (-0.040, -2.158, -3.781)
H (-6.779, 4.650, 0.171)
H (0.522, 0.410, 3.065)
C (6.217, -1.614, -2.223)
C (-3.811, 3.033, 6.183)
C (-4.450, 1.641, -0.489)
H (-4.335, 1.450, 1.641)
C (-4.749, 2.006, 0.813)
C (1.992, -3.502, -4.549)
S (-1.072, -5.016, -4.796)
C (-1.056, 3.260, 6.522)
H (2.351, -0.291, -4.583)
N (-0.709, 2.649, 4.165)
H (-6.233, 3.999, -2.144)
H (6.747, -2.010, -4.261)
N (-5.892, 3.489, 2.409)
P (-1.478, -3.203, -4.248)
C (-1.602, 2.913, 5.298)
H (-3.944, 3.557, 8.257)
C (-3.282, 3.379, 7.420)

Mulliken population analysis, charges in e, atoms 1 to 6:
1 C 0.15
2 C -0.45
3 C -0.52
4 O -0.63
5 H 0.37
6 C -0.77

***

2 unconnected molecules or ions with the total composition C4H12 in a non-equilibrium geometry. Source: the Open Molecules 2025 dataset; level of theory: ωB97M-V/def2-TZVPD.

Results
E	-159.57381	Eh
HOMO-LUMO gap	12.82	eV
SMILES string	CC.CC
LUMO energy	1.12	eV
total charge	0
energy relative to the best compared isomer or geometry (same formula, charge and spin)	0.304	eV

CARTESIAN COORDINATES (ANGSTROEM)
H (-1.655, 1.450, 1.215)
H (0.629, -0.501, -0.576)
H (0.169, 1.433, 1.423)
H (0.778, 0.947, -1.565)
H (-1.739, -0.471, 2.855)
H (-0.011, -0.500, 2.864)
C (1.087, -0.082, -1.462)
H (-0.711, 0.123, 0.617)
H (0.907, -1.892, -2.614)
H (0.899, -0.527, -3.691)
C (-0.752, 0.862, 1.408)
C (-0.868, 0.180, 2.774)
H (-0.532, -0.820, -2.642)
H (2.166, -0.218, -1.498)
H (-0.918, 0.876, 3.609)
C (0.551, -0.859, -2.717)

natural (NBO) population analysis, charges in e, atoms 1 to 6:
1 H 0.20
2 H 0.20
3 H 0.20
4 H 0.20
5 H 0.20
6 H 0.20

***

A molecular structure, CH3I2NO. Source: the Open Molecules 2025 dataset; level of theory: ωB97M-V/def2-TZVPD.

Results
E	-765.16395	Eh
HOMO-LUMO gap (alpha / beta)	7.76 / 7.76	eV
LUMO energy (alpha / beta)	-1.20 / -1.20	eV
total charge	0
energy relative to the best compared isomer or geometry (same formula, charge and spin)	0.000	eV

CARTESIAN COORDINATES (ANGSTROEM)
H (1.369, 0.446, -0.949)
C (1.150, 0.072, 0.054)
I (-2.714, 1.366, -0.044)
H (1.861, 0.468, 0.775)
O (-0.112, 0.516, 0.501)
N (-1.115, 0.109, -0.362)
H (1.193, -1.023, 0.051)
I (-1.632, -1.954, -0.025)

natural (NBO) population analysis, charges in e, atoms 1 to 6:
1 H 0.19
2 C -0.27
3 I 0.34
4 H 0.21
5 O -0.41
6 N -0.44

***

2 unconnected molecules or ions with the total composition C7H18P in a non-equilibrium geometry. Source: the Open Molecules 2025 dataset; level of theory: ωB97M-V/def2-TZVPD.

Results
E	-618.54007	Eh
HOMO-LUMO gap	9.59	eV
LUMO energy	-2.73	eV
total charge	+1
energy relative to the best compared isomer or geometry (same formula, charge and spin)	2.483	eV

CARTESIAN COORDINATES (ANGSTROEM)
H (0.337, -2.779, 3.076)
H (-1.948, 0.156, 1.660)
H (-1.951, 2.631, -2.729)
H (-0.178, 3.237, -1.069)
H (-1.023, 0.203, 3.014)
H (-0.690, -1.305, -1.058)
H (2.175, -1.279, 0.090)
C (-0.084, 1.777, -2.595)
H (1.777, -2.621, 1.946)
H (-1.906, 1.457, -1.600)
H (1.363, -1.466, 3.123)
H (-2.171, 0.988, -3.347)
C (-0.860, 0.310, 1.952)
C (0.356, 2.759, -1.767)
H (1.639, 0.582, -0.030)
H (-1.571, -1.879, 0.283)
C (-1.578, 1.669, -2.627)
C (-0.579, -1.880, -0.113)
H (0.522, 1.333, -3.347)
H (2.768, 0.000, 1.178)
C (1.931, -0.345, 0.561)
H (-0.484, 1.282, 1.798)
H (-0.267, -2.899, -0.380)
C (0.893, -2.094, 2.515)
H (1.458, 2.883, -1.832)
P (0.263, -0.977, 1.271)

natural (NBO) population analysis, charges in e, atoms 1 to 6:
1 H 0.28
2 H 0.29
3 H 0.23
4 H 0.19
5 H 0.28
6 H 0.29

***

A molecular structure, C4H6CdO7 in a non-equilibrium geometry. Source: the Open Molecules 2025 dataset; level of theory: ωB97M-V/def2-TZVPD.

Results
E	-850.41550	Eh
HOMO-LUMO gap (alpha / beta)	7.53 / 5.57	eV
LUMO energy (alpha / beta)	2.78 / 0.81	eV
multiplicity	2
total charge	-1
energy relative to the best compared isomer or geometry (same formula, charge and spin)	1.476	eV

CARTESIAN COORDINATES (ANGSTROEM)
H (-1.211, -1.966, 2.067)
H (-1.760, 0.128, 0.019)
C (0.316, 0.719, 0.010)
C (-0.928, 0.231, 0.735)
O (-1.728, -2.528, -0.753)
H (1.196, 0.620, 0.659)
O (0.876, 3.969, -1.204)
O (-1.382, -3.190, 1.404)
C (-0.962, -2.676, 0.234)
Cd (2.832, 4.042, -1.894)
C (1.099, 2.771, -0.874)
O (-0.647, -0.986, 1.362)
O (0.108, 2.099, -0.313)
H (-1.212, 0.978, 1.494)
O (0.361, -3.053, -0.026)
O (2.201, 2.218, -1.143)
H (0.350, -3.520, -0.868)
H (0.491, 0.144, -0.908)

natural (NBO) population analysis, charges in e, atoms 1 to 6:
1 H 0.55
2 H 0.17
3 C -0.08
4 C -0.06
5 O -0.76
6 H 0.19

***

C3H4NOP in the gas phase in a non-equilibrium geometry. Source: the Open Molecules 2025 dataset; level of theory: ωB97M-V/def2-TZVPD.

Results
E	-587.89870	Eh
HOMO-LUMO gap	8.59	eV
LUMO energy	-0.05	eV
total charge	0
energy relative to the best compared isomer or geometry (same formula, charge and spin)	3.475	eV

CARTESIAN COORDINATES (ANGSTROEM)
N (2.103, 0.339, -0.031)
H (2.777, -0.381, -0.224)
O (-0.132, 1.139, -0.260)
C (0.759, 0.084, -0.016)
H (0.113, -2.096, 0.250)
C (-0.055, -1.007, 0.242)
C (-2.973, 0.761, -0.003)
P (-1.455, 0.127, -0.225)
H (2.197, 1.319, -0.235)
H (-3.335, -0.286, 0.503)

natural (NBO) population analysis, charges in e, atoms 1 to 6:
1 N -0.81
2 H 0.42
3 O -0.75
4 C 0.50
5 H 0.25
6 C -0.73